(1)
# C5H8

A cluster of 4 separate species, C5H8 in total (ωB97M-V/def2-TZVPD, OMol25).

Geometry as ORCA input:
```
! RIJCOSX wB97M-V def2-TZVPD def2/J DEFGRID3
* xyz 0 1
C -1.7867 0.7985 -0.0981
C -1.0594 -0.3792 -0.6944
C 0.2053 -0.7432 -0.5877
C 0.9851 -0.0438 0.4401
C 2.2983 -0.1513 0.5800
H -0.7250 1.6543 0.5465
H -2.5304 1.4526 -1.1715
H -2.5315 -0.0919 0.9125
H -1.7746 -1.0872 -1.2462
H 0.5546 -1.5944 -1.1899
H 0.3863 0.5173 1.2796
H 3.0423 -0.7984 -0.0629
H 2.9358 0.4667 1.2921
*
```

Computed properties:
Total energy (eV): -5308.018
Gap between HOMO and LUMO (eV): 9.06
F_max (eV/Å): 5.16

(2)
# C5H8

An isolated molecule of C5H8 (ωB97M-V/def2-TZVPD, OMol25).

Geometry as ORCA input:
```
! RIJCOSX wB97M-V def2-TZVPD def2/J DEFGRID3
* xyz 0 1
C -0.1490 -0.5286 1.1498
C 0.8670 0.3212 0.3495
C 0.6993 0.1221 -1.7560
C -0.2831 0.4880 -0.7747
C -1.0913 -0.6155 -0.0686
H -0.5838 0.0559 1.9679
H 0.2378 -1.4685 1.5585
H 1.1932 1.2731 0.7701
H 1.7389 -0.2559 0.0161
H 1.2176 1.0700 -2.0168
H -0.7017 1.4987 -0.7123
H -2.1454 -0.3985 0.1243
H -0.9997 -1.5620 -0.6076
*
```

Computed properties:
Total energy (eV): -5310.174
Gap between HOMO and LUMO (eV): 9.20
F_max (eV/Å): 0.42